37
Properties=species:S:1:pos:R:3:forces:R:3 method="wB97M-V/def2-TZVPD" homo_ev=-11.96 spin_multiplicity=1 charge=+1
C 4.3345 -0.8656 1.7645 0.14 0.25 0.37
C 4.7451 -0.9034 0.2099 0.98 -1.02 0.90
O 3.5990 -0.9752 -0.6989 0.55 1.79 0.03
C 3.2002 0.3409 -1.1321 -0.63 0.27 0.44
C 1.6090 0.4624 -1.0424 -3.51 1.15 0.51
C 1.0376 1.8339 -0.5261 -2.22 -2.98 -1.10
C -0.4963 2.0126 -0.4579 2.84 -3.15 -1.84
S -1.1247 3.6480 0.1648 -3.58 1.35 5.12
O -0.9193 3.6189 1.6642 0.40 -0.06 -5.21
O -2.5486 3.8919 -0.2205 4.69 -0.82 -0.30
F -0.1196 4.8846 -0.3954 -1.63 -2.85 0.34
C -1.3989 0.8310 -0.8706 2.47 1.11 0.19
N -0.8352 -0.4380 -1.3124 1.26 3.54 0.50
C -1.8535 -1.5104 -1.6349 -0.09 -1.12 1.41
C -1.6999 -2.6153 -0.4323 0.60 0.94 -0.96
S -3.2766 -2.9258 0.4847 -0.64 0.65 0.39
C -3.9851 -1.3446 1.0837 -0.34 6.00 1.62
N -3.4062 -0.0644 1.3283 0.61 -3.73 -1.48
N -4.2557 0.9021 1.7555 -5.11 -5.08 -0.18
C -5.5107 0.1839 1.8413 4.14 0.75 -0.77
O -5.3526 -1.1703 1.4234 1.14 1.64 0.17
C 0.5983 -0.6432 -1.4121 0.70 2.73 0.96
H 4.5674 0.1549 2.2503 -0.37 -1.58 -0.84
H 3.2246 -1.0771 1.9457 1.54 0.20 -0.49
H 4.9351 -1.6570 2.3443 -0.92 1.23 -0.92
H 5.3481 -1.8701 0.0199 -1.07 1.60 0.19
H 5.4462 -0.0237 -0.0181 -1.17 -1.21 0.04
H 3.5599 0.6113 -2.1895 -0.60 -0.67 1.34
H 3.6512 1.1409 -0.4344 -0.89 -1.12 -0.99
H 1.7785 2.6546 -0.2137 -1.45 -1.30 -0.53
H -2.5454 0.9396 -0.8323 2.17 -0.34 -0.05
H -1.6564 -2.0312 -2.6282 -0.15 1.15 1.23
H -2.9082 -1.0578 -1.5732 1.85 -0.56 -0.36
H -0.8469 -2.3094 0.2666 -1.34 -0.41 -0.90
H -1.3999 -3.5938 -0.9507 -0.82 1.13 1.20
H -6.4957 0.6257 2.1933 1.42 -1.18 -0.64
H 1.0009 -1.6608 -1.7646 -0.99 1.72 0.60